Record 1
{"formula": "C16H26N2O4S", "method": "the ωB97M-V functional and the def2-TZVPD basis", "elements": ["C", "O", "C", "C", "C", "C", "C", "C", "C", "C", "O", "C", "C", "C", "N", "S", "O", "O", "N", "C", "C", "C", "C", "H", "H", "H", "H", "H", "H", "H", "H", "H", "H", "H", "H", "H", "H", "H", "H", "H", "H", "H", "H", "H", "H", "H", "H", "H", "H"], "coordinates": [[-3.58900, -2.15774, -2.06423], [-3.93295, -2.08977, -0.70012], [-3.49225, -1.02234, 0.02332], [-3.84158, -1.01234, 1.37477], [-3.43007, 0.02592, 2.18282], [-2.66159, 1.05725, 1.66601], [-2.30758, 1.05715, 0.32510], [-1.46128, 2.16220, -0.24663], [0.03439, 1.79387, -0.46207], [0.29718, 1.48179, -1.95563], [-0.42667, 0.39147, -2.45573], [0.91372, 2.98485, -0.03625], [2.41012, 2.66932, -0.07431], [2.70885, 1.41288, 0.74445], [1.83853, 0.32504, 0.37200], [2.36985, -1.00645, -0.40754], [3.76088, -0.84143, -0.70291], [1.47858, -1.34519, -1.48168], [2.13823, -2.18594, 0.76989], [2.18626, -3.52603, 0.22227], [3.03029, -1.98644, 1.88892], [0.42361, 0.59249, 0.41718], [-2.73702, 0.02070, -0.49480], [-2.50414, -2.16840, -2.20722], [-4.01726, -1.32279, -2.62739], [-4.01321, -3.09275, -2.42747], [-4.43468, -1.82558, 1.76196], [-3.70795, 0.03261, 3.22666], [-2.34472, 1.86580, 2.30930], [-1.51823, 3.02141, 0.42468], [-1.87884, 2.46255, -1.20859], [0.00137, 2.35314, -2.55074], [1.36842, 1.30751, -2.10607], [0.07136, -0.41008, -2.22637], [0.70265, 3.84216, -0.67889], [0.64763, 3.25901, 0.98814], [2.97167, 3.50821, 0.34077], [2.74395, 2.51995, -1.10055], [2.56462, 1.62509, 1.81289], [3.73076, 1.07284, 0.57795], [1.56189, -3.53840, -0.66668], [1.78942, -4.22412, 0.95888], [3.20631, -3.82062, -0.04953], [2.78332, -2.70215, 2.67179], [4.07961, -2.10880, 1.59678], [2.88067, -0.97690, 2.26255], [0.13398, 0.79153, 1.45592], [-0.08101, -0.31451, 0.08888], [-2.44806, 0.04201, -1.53248]], "forces_ev_per_angstrom": [[0.03, -0.01, -0.20], [-0.05, 0.09, 0.34], [0.01, 0.06, 0.14], [-0.03, -0.13, -0.10], [-0.04, -0.13, 0.00], [0.08, 0.12, -0.09], [-0.24, 0.12, 0.15], [0.18, -0.14, 0.00], [0.06, -0.03, -0.13], [0.24, 0.27, 0.31], [-0.23, -0.34, -0.09], [0.14, -0.17, -0.22], [-0.11, -0.13, 0.18], [0.59, 0.32, -0.13], [0.44, -0.64, -0.60], [-0.27, 0.17, 0.94], [0.11, 0.09, 0.09], [-0.07, -0.17, 0.00], [-0.13, 0.66, -0.78], [-0.04, -0.29, -0.32], [0.26, 0.14, 0.24], [-0.49, -0.08, -0.12], [-0.18, -0.27, -0.20], [-0.03, 0.02, 0.00], [0.04, -0.02, 0.01], [0.06, 0.08, -0.02], [-0.08, -0.10, 0.05], [-0.03, -0.01, 0.08], [0.04, 0.11, 0.04], [-0.02, 0.03, -0.03], [-0.01, 0.11, 0.00], [0.12, 0.01, 0.11], [-0.07, 0.10, -0.08], [-0.07, 0.15, -0.09], [-0.08, 0.09, 0.04], [-0.10, 0.07, 0.03], [0.05, -0.01, -0.03], [0.09, 0.02, -0.01], [0.03, -0.05, -0.04], [0.01, 0.18, 0.17], [-0.01, -0.25, 0.02], [0.01, 0.03, -0.01], [0.00, -0.08, 0.02], [-0.04, 0.03, -0.01], [0.00, -0.04, 0.09], [0.08, 0.02, 0.22], [-0.01, -0.08, -0.05], [-0.25, 0.11, 0.15], [0.01, -0.04, -0.09]], "e_above_lowest_ev": 2.435, "orbital_gap_ev": 9.01, "total_charge": 0, "e_tot_ha": -1433.9188}

Record 2
{"formula": "C16H26N3OPRu", "method": "the ωB97M-V functional and the def2-TZVPD basis", "elements": ["Ru", "N", "C", "C", "C", "C", "C", "N", "C", "C", "C", "C", "C", "N", "H", "H", "H", "H", "H", "H", "H", "H", "H", "C", "P", "C", "C", "H", "H", "H", "H", "H", "H", "H", "H", "H", "C", "C", "C", "O", "H", "H", "H", "H", "H", "H", "H", "H"], "coordinates": [[-0.45891, -0.88981, -0.10130], [-2.45863, 1.17662, -1.79065], [-3.10527, 0.42700, -0.77398], [-4.46697, 0.69149, -0.57841], [-5.17790, 0.02139, 0.41695], [-4.51612, -0.89826, 1.21354], [-3.16994, -1.09812, 0.97842], [-2.46933, -0.45676, 0.01790], [-1.10319, 1.18945, -2.21044], [-0.77626, 2.09696, -3.22644], [0.53745, 2.19775, -3.68383], [1.51245, 1.39739, -3.11205], [1.12490, 0.53736, -2.10323], [-0.14333, 0.42889, -1.65102], [-3.04432, 1.15899, -2.61637], [-4.97646, 1.42842, -1.19075], [-6.23338, 0.22487, 0.56959], [-5.02922, -1.43866, 2.00010], [-2.59232, -1.79930, 1.57340], [-1.53949, 2.73722, -3.65682], [0.79234, 2.90027, -4.47136], [2.54554, 1.44579, -3.43493], [1.84266, -0.11046, -1.60882], [-0.35540, 1.11230, 3.69712], [-0.09564, 0.31189, 2.06726], [0.82924, 1.63978, 1.20384], [1.28628, -0.81970, 2.48447], [0.57899, 1.50186, 4.11196], [-0.77191, 0.39554, 4.41098], [-1.05974, 1.94432, 3.60453], [1.68027, 1.99224, 1.79424], [0.17436, 2.49380, 1.00724], [1.20808, 1.27722, 0.24371], [2.10510, -0.29402, 2.98476], [1.68414, -1.28487, 1.57771], [0.93815, -1.61704, 3.14769], [3.38944, -2.08438, 0.98571], [2.64348, -2.03344, -0.35805], [3.49429, -1.26781, -1.38497], [1.52309, -1.35685, -0.17452], [4.35322, -2.59375, 0.86712], [2.81838, -2.63935, 1.74081], [3.59716, -1.08470, 1.38959], [2.60200, -3.07151, -0.71742], [3.70598, -0.23719, -1.07093], [2.99992, -1.22554, -2.36377], [4.45918, -1.76848, -1.52900], [-0.88236, -2.65882, -0.27958]], "forces_ev_per_angstrom": [[3.39, -1.45, 0.71], [0.68, -1.30, -0.17], [0.00, 0.14, 0.32], [-0.37, -0.28, 0.31], [0.25, 0.46, -0.69], [0.55, -0.18, 0.04], [-0.36, -0.07, 0.19], [-0.34, 0.28, -0.72], [-0.68, 0.57, 0.02], [0.40, -0.03, -0.18], [-0.77, 0.06, 0.06], [-0.29, -0.37, 0.49], [1.15, 0.04, -0.36], [-1.78, -0.48, 0.35], [-0.18, 0.58, 0.04], [0.19, -0.06, 0.01], [0.15, 0.02, -0.08], [0.15, 0.01, -0.08], [-0.13, 0.04, -0.05], [-0.02, -0.15, 0.17], [-0.12, -0.06, 0.09], [-0.08, -0.11, 0.14], [-0.67, 0.72, -0.37], [-1.85, -0.07, 0.07], [3.02, 0.09, 0.01], [-0.40, 0.19, -0.69], [-0.46, -0.50, 0.31], [0.20, -0.27, -0.57], [0.03, 0.08, -0.11], [0.05, -0.08, 0.09], [-0.17, -0.26, 0.18], [0.03, -0.06, 0.01], [0.06, 0.15, 0.31], [-0.33, 0.25, 0.16], [-0.85, 0.71, 1.06], [0.00, 0.04, 0.04], [1.13, -0.65, 0.16], [3.80, -0.80, -0.18], [0.80, -0.39, -0.34], [-5.63, 0.99, -0.39], [-0.20, 0.06, -0.07], [0.32, -0.10, -0.29], [0.05, -0.20, -0.32], [-0.79, 0.05, 0.04], [-0.01, -0.18, 0.15], [0.26, -0.28, 0.13], [-0.20, 0.08, 0.03], [0.03, 2.76, -0.04]], "orbital_gap_ev": [6.00, 5.91], "total_charge": 2, "e_tot_ha": -1300.3083}

Record 3
{"formula": "C16H26N6O5S", "method": "the ωB97M-V functional and the def2-TZVPD basis", "elements": ["C", "S", "C", "C", "O", "N", "C", "C", "O", "C", "C", "N", "C", "C", "O", "C", "N", "C", "N", "C", "C", "N", "O", "N", "C", "C", "O", "C", "H", "H", "H", "H", "H", "H", "H", "H", "H", "H", "H", "H", "H", "H", "H", "H", "H", "H", "H", "H", "H", "H", "H", "H", "H", "H"], "coordinates": [[-3.38077, 4.94961, 1.40681], [-2.34201, 3.73626, 2.24637], [-3.52810, 2.42642, 2.66953], [-3.70786, 1.33184, 1.61899], [-4.55789, 0.47129, 1.78753], [-2.88669, 1.34577, 0.54760], [-2.87203, 0.24025, -0.38771], [-2.03146, -0.91613, 0.10916], [-0.69270, -0.47226, 0.21587], [0.15877, -1.44884, 0.78313], [1.56548, -0.89432, 0.83429], [2.10912, -0.60641, -0.48780], [1.99227, 0.76139, -0.96354], [2.61456, -1.64558, -1.18968], [2.62239, -2.78471, -0.75406], [3.15612, -1.33401, -2.58571], [3.85819, -2.45639, -3.15906], [3.48850, -3.74024, -3.30825], [4.43258, -4.40770, -3.92983], [5.38765, -3.45992, -4.13934], [6.68445, -3.75599, -4.82503], [6.79763, -5.05805, -5.18293], [7.52813, -2.91100, -5.03016], [5.08025, -2.26486, -3.68957], [-3.11551, 1.83108, 4.05547], [-4.17258, 2.72562, 4.73632], [-3.66091, 3.90053, 5.32861], [-4.82610, 2.92309, 3.35283], [-2.70599, 5.68303, 0.96891], [-3.96005, 4.48595, 0.60976], [-4.04228, 5.45543, 2.10541], [-2.13245, 2.01338, 0.54301], [-3.89659, -0.09779, -0.53745], [-2.47912, 0.59859, -1.33990], [-2.40263, -1.24882, 1.08576], [-2.09981, -1.75965, -0.58965], [-0.17174, -1.69720, 1.80015], [0.14243, -2.36675, 0.18536], [1.57410, 0.03527, 1.40521], [2.21180, -1.61713, 1.33055], [2.39400, 0.86928, -1.96550], [0.94430, 1.06048, -0.97635], [2.54278, 1.43588, -0.30443], [2.33060, -1.03243, -3.23520], [3.87807, -0.52107, -2.56090], [2.55729, -4.13032, -2.93718], [6.05686, -5.70440, -4.97340], [7.63595, -5.35995, -5.64528], [-3.38753, 0.77751, 4.10242], [-2.08017, 1.96954, 4.36678], [-4.78980, 2.25074, 5.49504], [-3.02474, 4.29102, 4.71528], [-5.17862, 3.92517, 3.11893], [-5.61811, 2.19747, 3.17279]], "forces_ev_per_angstrom": [[0.03, -0.06, -0.14], [-0.08, 0.13, 0.14], [0.22, -0.16, 0.09], [-0.15, 0.10, -0.09], [0.00, 0.00, 0.00], [-0.01, 0.01, 0.00], [0.00, 0.00, -0.01], [0.00, 0.00, 0.00], [0.00, 0.00, 0.00], [0.00, 0.00, 0.01], [0.01, -0.01, 0.01], [0.01, 0.00, 0.00], [0.00, 0.01, 0.00], [-0.03, 0.00, -0.01], [0.02, 0.00, 0.00], [0.02, 0.00, 0.01], [-0.01, 0.01, 0.01], [0.01, 0.00, -0.02], [0.00, 0.00, 0.01], [-0.01, 0.00, 0.01], [0.01, -0.03, -0.01], [0.00, 0.03, 0.00], [0.01, 0.00, 0.00], [0.00, 0.00, -0.01], [-0.02, -0.01, 0.01], [0.01, 0.01, -0.02], [0.00, 0.00, 0.00], [-0.01, -0.02, 0.01], [0.00, 0.00, 0.00], [0.00, 0.00, 0.00], [0.00, 0.00, 0.00], [0.00, 0.00, 0.00], [0.00, 0.00, 0.00], [0.00, 0.00, 0.00], [0.00, 0.00, 0.00], [0.00, 0.00, 0.00], [0.00, 0.00, 0.00], [0.00, 0.00, 0.00], [0.00, 0.00, 0.00], [0.00, 0.00, 0.00], [0.00, 0.00, 0.00], [0.00, 0.00, 0.00], [0.00, 0.00, 0.00], [0.00, -0.01, 0.00], [0.00, 0.00, 0.00], [0.00, 0.00, 0.00], [0.00, 0.00, 0.00], [0.00, 0.00, 0.00], [0.00, 0.00, 0.00], [0.00, 0.01, 0.00], [0.00, 0.00, 0.00], [0.00, 0.00, 0.00], [0.01, 0.01, 0.00], [0.00, 0.00, 0.00]], "e_above_lowest_ev": 1.765, "orbital_gap_ev": 9.42, "total_charge": 0, "e_tot_ha": -1728.2354}

Record 4
{"formula": "C16H26NO", "method": "the ωB97M-V functional and the def2-TZVPD basis", "elements": ["C", "C", "C", "N", "C", "C", "C", "C", "C", "C", "C", "C", "C", "C", "C", "O", "C", "C", "H", "H", "H", "H", "H", "H", "H", "H", "H", "H", "H", "H", "H", "H", "H", "H", "H", "H", "H", "H", "H", "H", "H", "H", "H", "H"], "coordinates": [[2.97185, 2.31641, -2.49919], [2.35305, 1.56706, -1.32252], [1.63055, 0.32320, -1.83182], [0.91495, -0.46195, -0.78159], [1.86277, -1.07742, 0.19122], [2.87520, -2.02709, -0.44619], [3.55428, -2.86281, 0.63548], [-0.20120, 0.27641, -0.07329], [-1.09550, 1.05794, -1.03332], [-2.08730, 1.89293, -0.22211], [-2.87350, 1.05775, 0.74592], [-4.09254, 1.51036, 1.23650], [-4.80927, 0.74878, 2.13858], [-4.32059, -0.47516, 2.56012], [-3.10553, -0.93473, 2.07657], [-2.57204, -2.13025, 2.45209], [-2.37362, -0.16312, 1.16786], [-1.06174, -0.73331, 0.68391], [3.49774, 3.19684, -2.14347], [3.68242, 1.68718, -3.02855], [2.20727, 2.63822, -3.20148], [1.66049, 2.23039, -0.80451], [3.14702, 1.29205, -0.62829], [0.90818, 0.60708, -2.59793], [2.35381, -0.34298, -2.30432], [0.46047, -1.23995, -1.27438], [1.27906, -1.64762, 0.91351], [2.37374, -0.27547, 0.72447], [3.64380, -1.47753, -0.98975], [2.36752, -2.69591, -1.14555], [4.29379, -3.51932, 0.18771], [4.05860, -2.22370, 1.35510], [2.83069, -3.47695, 1.16492], [0.26995, 0.96917, 0.62906], [-1.64615, 0.36553, -1.67352], [-0.52751, 1.74294, -1.66001], [-1.54646, 2.66665, 0.33167], [-2.76926, 2.40303, -0.90325], [-4.47597, 2.46285, 0.90611], [-5.75488, 1.10422, 2.51537], [-4.87983, -1.07564, 3.26308], [-3.16013, -2.56450, 3.08221], [-1.29021, -1.58794, 0.03592], [-0.55397, -1.12363, 1.56765]], "forces_ev_per_angstrom": [[-0.08, -0.09, 0.15], [-0.07, -0.13, -0.11], [0.37, 0.52, -0.39], [-0.19, -0.19, -0.14], [0.50, -0.52, 0.31], [-0.02, 0.08, 0.16], [-0.09, 0.09, -0.15], [-0.62, 0.20, 0.09], [0.13, 0.25, 0.15], [0.06, -0.11, -0.05], [-0.14, -0.02, 0.11], [0.01, 0.03, -0.01], [0.06, 0.03, -0.05], [0.13, -0.15, 0.02], [-0.23, 0.35, -0.03], [0.04, -0.09, 0.00], [0.12, -0.26, 0.06], [0.01, 0.02, 0.27], [0.05, 0.08, -0.02], [0.10, -0.04, -0.10], [-0.06, 0.05, -0.11], [-0.03, -0.02, 0.12], [-0.04, -0.01, 0.11], [-0.02, -0.14, 0.12], [-0.15, -0.06, 0.07], [0.06, 0.11, 0.10], [-0.06, 0.16, -0.10], [-0.15, 0.04, -0.03], [-0.07, 0.03, -0.12], [-0.02, 0.03, -0.12], [0.07, -0.06, 0.01], [0.08, 0.04, 0.12], [-0.06, -0.08, 0.09], [0.11, -0.07, -0.09], [0.02, -0.07, -0.11], [0.05, -0.06, -0.08], [0.02, 0.06, -0.07], [0.05, 0.03, 0.02], [-0.07, 0.13, -0.05], [-0.11, 0.03, 0.04], [-0.07, -0.07, 0.08], [0.06, 0.03, -0.06], [0.13, -0.10, -0.06], [0.07, -0.06, -0.15]], "e_above_lowest_ev": 0.042, "orbital_gap_ev": 8.82, "total_charge": 1, "e_tot_ha": -755.0636}